1.
The following is a DFT calculation (ωB97M-V with the def2-TZVPD basis set) of C24H25FN2O2 in the gas phase at a distorted geometry.

The value obtained for the gap between HOMO and LUMO is 0.3212 hartree. The largest force on an atom comes out at 1.0 eV/Å. As for the total charge: 0. Its energy is -1289.42214 a.u. The HOMO energy is -8.2 eV. The value obtained for the energy above the lowest of the compared OMol25 structures with the same formula, charge and spin is 0.0 kJ/mol. Its LUMO energy is 0.5 eV.

```
54
Properties=species:S:1:pos:R:3:forces:R:3:mulliken_charge:R:1
C 5.622414 -3.572000 5.341963 -0.4 0.1 -0.1 -1.225
C 5.004869 -2.258447 5.019005 0.8 0.4 0.2 0.391
C 5.495372 -0.988472 5.075970 -0.1 -0.6 0.0 -0.599
C 4.446490 -0.138658 4.644069 -0.6 -0.3 -0.1 -0.504
C 3.389652 -0.950324 4.356418 0.0 1.0 0.1 0.145
C 2.021651 -0.651978 3.840786 0.2 -0.2 -0.1 -0.300
N 1.924000 -0.972272 2.423071 0.0 -0.2 0.1 0.028
C 2.732419 -0.133547 1.560240 0.2 0.1 -0.2 -0.967
C 2.161624 1.276000 1.347158 0.0 -0.2 -0.2 -1.192
C 0.709572 1.227280 0.859228 0.2 0.1 0.2 0.079
C 0.628856 0.751700 -0.592427 -0.2 0.4 0.4 0.254
O 1.565105 0.301017 -1.210449 0.2 -0.1 -0.2 -0.638
N -0.624496 0.914771 -1.112068 -0.4 0.1 0.1 -0.015
C -1.103841 0.584677 -2.383417 0.0 -0.2 -0.3 0.684
C -0.318104 -0.030067 -3.353836 0.2 0.0 0.1 -0.678
C -0.867173 -0.320615 -4.589666 -0.1 0.1 0.0 -0.772
C -2.182086 -0.006433 -4.877352 -0.1 0.0 0.0 -0.724
C -2.980445 0.603975 -3.912588 0.3 -0.1 0.1 0.223
C -4.383364 0.939526 -4.201559 -0.4 0.1 0.0 0.284
C -5.383345 0.711180 -3.258290 0.1 0.0 0.0 -0.682
C -6.702298 1.022624 -3.533404 0.0 0.0 0.0 -0.458
C -7.054444 1.574451 -4.753152 0.0 0.1 -0.2 -0.548
C -6.054570 1.798216 -5.681876 0.0 -0.1 0.1 0.277
F -6.380755 2.339721 -6.875611 0.0 0.0 0.1 -0.326
C -4.732421 1.489858 -5.431781 -0.1 0.0 0.0 -0.564
C -2.431372 0.891446 -2.669434 0.0 0.0 -0.1 -0.572
C -0.114109 0.315158 1.781592 0.1 -0.2 0.0 -0.751
C 0.570907 -1.052227 1.922615 -0.3 0.1 0.0 -1.180
O 3.726333 -2.238376 4.585782 -0.2 -0.4 -0.1 -0.391
H 5.609571 -4.220827 4.467177 0.1 -0.1 0.0 0.298
H 6.649202 -3.425181 5.662859 0.0 0.0 0.0 0.322
H 5.067292 -4.069599 6.136423 0.0 -0.1 0.1 0.293
H 6.477033 -0.691665 5.384339 0.2 0.0 0.1 0.456
H 4.477485 0.929390 4.564445 -0.1 0.2 -0.1 0.502
H 1.791850 0.400962 4.072331 0.0 -0.1 0.1 0.223
H 1.303515 -1.287975 4.366679 0.0 0.1 0.0 0.456
H 3.734982 -0.064348 1.986112 0.0 0.0 -0.1 0.387
H 2.802955 -0.633527 0.592129 0.1 0.1 0.1 0.457
H 2.201800 1.838469 2.282793 0.0 0.1 0.0 0.431
H 2.775997 1.795090 0.611054 0.0 0.1 0.1 0.448
H 0.289620 2.242291 0.888164 0.0 -0.1 0.0 0.527
H -1.313558 1.345187 -0.510489 0.2 -0.1 0.0 0.206
H 0.708356 -0.270668 -3.137252 0.0 0.0 0.0 0.532
H -0.255039 -0.800416 -5.338479 0.1 0.0 -0.1 0.388
H -2.601342 -0.252957 -5.840856 -0.1 0.0 -0.1 0.527
H -5.125483 0.264522 -2.309760 0.0 -0.1 0.1 0.486
H -7.465778 0.833215 -2.793932 -0.1 0.0 0.1 0.384
H -8.075680 1.827611 -4.988532 -0.1 0.0 -0.1 0.432
H -3.984556 1.696071 -6.181250 0.1 0.0 -0.1 0.557
H -3.038285 1.383500 -1.921051 -0.1 0.1 0.1 0.490
H -1.126502 0.173301 1.396951 0.0 0.0 0.1 0.597
H -0.194367 0.784675 2.764886 -0.1 0.0 0.0 0.378
H -0.014005 -1.695318 2.585512 0.0 0.0 -0.1 0.439
H 0.618499 -1.529988 0.938759 -0.1 -0.1 0.0 0.506
```
Forces are in eV/Å.

***

2.
The following is a DFT calculation (ωB97M-V with the def2-TZVPD basis set) of C24H25FN4O in the gas phase.

The value obtained for the gap between HOMO and LUMO is 0.3159 hartree. The largest force on an atom comes out at 0.8 eV/Å. As for the total charge: 0. Its energy is -1323.67073 a.u. The HOMO energy is -8.3 eV. The value obtained for the energy above the lowest of the compared OMol25 structures with the same formula, charge and spin is 163.0 kJ/mol. Its LUMO energy is 0.3 eV.

```
55
Properties=species:S:1:pos:R:3:forces:R:3:mulliken_charge:R:1
O 0.169332 -2.323324 -5.123024 0.0 0.1 0.0 -0.615
C 0.685153 -2.352202 -4.028117 0.0 0.0 0.0 0.549
N 0.840380 -1.252908 -3.229893 0.2 0.2 0.5 0.027
C 0.440467 0.034084 -3.557843 -0.3 0.3 -0.5 0.337
C -0.196283 0.526373 -4.679605 0.1 -0.3 0.1 -0.769
C -0.321866 1.896102 -4.424388 0.1 -0.2 0.2 -0.566
N 0.190923 2.217152 -3.254824 -0.1 0.8 -0.1 -1.036
N 0.659978 1.085344 -2.723648 0.0 -0.7 -0.5 0.977
C 1.275820 1.036537 -1.414374 0.3 -0.1 0.5 -0.567
C 1.789257 2.415711 -0.987509 -0.2 0.1 -0.1 -1.131
C 0.646240 3.349983 -0.562097 0.1 0.2 -0.2 -1.118
N -0.232138 2.786694 0.439851 0.0 0.1 0.2 0.058
C 0.317981 2.738950 1.784217 0.0 0.0 0.0 -0.625
C -0.770539 2.468650 2.773434 0.3 -0.2 0.2 -0.606
C -0.687661 1.567936 3.749377 0.2 0.2 -0.4 -0.030
C -1.698479 1.271260 4.755138 -0.3 -0.1 0.4 0.854
C -2.963697 1.861064 4.760828 0.1 0.0 0.0 -0.404
C -3.885338 1.546042 5.739980 -0.1 0.0 0.0 -0.605
C -3.568358 0.636294 6.735948 0.0 -0.1 0.1 -0.457
C -2.318699 0.039946 6.742834 -0.1 -0.1 0.1 -0.513
C -1.396627 0.353149 5.762958 0.0 0.1 -0.2 -0.492
C -0.778022 1.529706 -0.022933 -0.1 -0.3 -0.1 -1.425
C 0.292563 0.483877 -0.368829 -0.1 0.2 0.0 -0.163
C 1.232653 -3.610358 -3.434294 0.1 -0.5 0.0 0.472
C 1.691056 -4.588250 -4.313428 -0.1 0.2 -0.1 -0.645
C 2.204572 -5.780575 -3.837701 0.0 0.1 0.1 -0.448
C 2.257616 -6.023534 -2.475382 -0.1 0.1 0.2 -0.561
C 1.778998 -5.052872 -1.614123 0.1 0.0 -0.1 0.284
F 1.810376 -5.280684 -0.284794 0.0 0.0 -0.1 -0.310
C 1.268370 -3.849836 -2.064029 0.1 -0.1 0.0 -0.606
H 1.344189 -1.361222 -2.362507 0.0 -0.1 -0.2 0.079
H -0.510900 -0.029438 -5.535629 0.0 -0.1 -0.1 0.516
H -0.761976 2.651604 -5.043562 -0.1 0.2 -0.1 0.463
H 2.143445 0.360758 -1.493426 -0.2 0.1 0.0 0.432
H 2.331443 2.870720 -1.816075 0.1 0.0 0.0 0.545
H 2.482674 2.276566 -0.155246 0.0 -0.1 0.0 0.386
H 1.064202 4.283711 -0.179715 0.0 0.0 0.0 0.443
H 0.040424 3.572488 -1.443208 0.2 0.1 0.2 0.528
H 0.736056 3.731337 1.990654 0.1 -0.1 0.0 0.452
H 1.129921 2.002955 1.910836 0.0 0.1 0.1 0.237
H -1.651700 3.076632 2.633572 -0.2 0.1 0.0 0.312
H 0.223882 0.987195 3.843274 0.1 0.0 -0.1 0.246
H -3.230411 2.569284 3.991708 0.0 0.1 -0.1 0.276
H -4.859771 2.012799 5.727863 -0.1 0.0 0.0 0.372
H -4.291374 0.393479 7.500532 -0.1 0.0 0.1 0.372
H -2.063080 -0.671745 7.514604 0.0 0.0 0.1 0.378
H -0.422724 -0.116617 5.775769 0.1 0.0 0.0 0.328
H -1.442843 1.132290 0.747668 0.0 0.0 -0.1 0.432
H -1.369908 1.742736 -0.917967 -0.1 -0.1 0.0 0.541
H 0.848461 0.214153 0.531233 0.0 -0.1 0.0 0.391
H -0.198727 -0.415495 -0.745915 0.0 -0.1 0.0 0.500
H 1.633241 -4.390562 -5.372555 0.0 0.0 -0.1 0.451
H 2.562909 -6.528116 -4.528253 0.0 -0.1 -0.1 0.392
H 2.649921 -6.945828 -2.077682 0.0 -0.1 0.1 0.450
H 0.878618 -3.149990 -1.339704 0.0 0.1 0.1 0.611
```
Forces are in eV/Å.

***

3.
The following is a DFT calculation (ωB97M-V with the def2-TZVPD basis set) of a molecular structure, C24H25HfN7O4S2 at a distorted geometry.

The value obtained for the gap between HOMO and LUMO is 0.2327 hartree. The largest force on an atom comes out at 3.8 eV/Å. As for the total charge: 0. Its energy is -2458.24067 a.u. The HOMO energy is -7.8 eV. The value obtained for the energy above the lowest of the compared OMol25 structures with the same formula, charge and spin is 119.4 kJ/mol. Its LUMO energy is -1.5 eV.

```
63
Properties=species:S:1:pos:R:3:forces:R:3:mulliken_charge:R:1
Hf 0.203827 -0.648683 0.540066 -0.7 -0.4 0.1 0.072
O 2.219313 -1.588068 0.396042 -0.8 -0.4 0.5 -0.409
C 3.257522 -1.156535 -0.051991 1.5 1.7 -1.4 -0.097
C 3.520396 0.219590 -0.487549 0.1 -0.1 0.4 0.557
C 4.853876 0.614677 -0.748179 0.6 0.4 0.6 -0.847
C 5.150220 1.955807 -0.899713 -0.9 -0.4 -0.3 -0.234
C 4.128587 2.922704 -0.856333 1.3 0.1 -0.6 -0.363
C 2.859655 2.558867 -0.585605 -0.6 0.9 -0.5 -0.489
C 2.518331 1.219051 -0.411859 0.3 0.1 0.6 0.564
O 1.293180 0.967649 -0.064112 -0.7 -0.5 -0.2 -0.058
N 6.499486 2.418724 -1.217926 -1.8 3.1 -1.1 0.924
O 7.448692 1.790858 -0.921669 1.7 -1.8 0.6 -0.565
O 6.533790 3.538655 -1.767179 0.2 -1.3 0.5 -0.590
H 4.132980 -1.787753 -0.190751 0.1 -0.6 0.3 0.401
H 5.718948 -0.057591 -0.690843 -0.6 -0.1 -0.2 0.434
H 4.368472 3.949775 -1.107063 0.1 -0.1 0.3 0.459
H 2.125906 3.370214 -0.597490 -0.1 -0.7 0.3 0.429
S -0.703937 -3.048705 0.257498 0.5 0.2 -0.7 -0.557
C -0.164618 -2.955625 -1.445042 -0.8 0.4 0.8 0.766
S 0.129373 -1.339022 -2.039242 0.1 -0.1 0.3 -0.487
C -0.096870 -4.069134 -2.229141 0.1 0.2 0.5 0.652
C 0.183251 -3.875036 -3.606080 0.4 0.1 -1.5 -0.099
N 0.403974 -3.635929 -4.720283 -0.2 -0.3 1.1 -0.505
C -0.252523 -5.388605 -1.692057 0.0 -0.2 -0.5 -0.107
N -0.341525 -6.496725 -1.389197 0.0 0.3 0.2 -0.504
C -0.032612 1.953692 2.815777 1.2 -0.9 0.6 -0.775
C -0.012508 0.538363 3.400004 1.0 0.6 -1.2 0.314
C -0.314265 0.128244 4.648915 -0.2 -1.1 -1.0 -0.705
C -0.086319 -1.273823 4.713072 0.4 0.3 0.0 -1.050
C 0.435337 -1.673919 3.522945 0.0 1.3 -0.2 0.797
C 1.058919 -2.945377 3.111723 0.2 -0.7 1.5 -1.338
N 0.488777 -0.545789 2.669304 -0.5 -0.5 -0.3 0.121
H 0.122783 2.620106 3.678906 -0.6 0.1 -0.5 0.424
H -0.968715 2.077492 2.278201 0.1 0.7 -0.1 0.105
H 0.869167 2.151031 2.168585 -1.1 -0.4 0.3 0.045
H -0.787233 0.708414 5.358544 -0.6 1.2 1.5 0.555
H -0.137211 -1.846932 5.605797 -0.2 -0.5 0.4 0.512
H 1.420767 -3.491664 4.001966 0.1 0.5 -0.2 0.425
H 1.909458 -2.746351 2.480043 0.1 -0.3 -0.5 0.172
H 0.343655 -3.644608 2.727066 -0.2 -0.3 -0.9 0.288
C -2.987078 1.860753 -3.373269 -1.3 1.0 0.5 -0.885
C -1.519708 1.848385 -2.939814 -1.0 0.9 -1.1 -0.626
N -1.366694 1.575501 -1.576356 -1.5 -1.2 2.2 0.074
C -2.212365 0.842805 -0.807839 -0.6 -0.2 1.4 -0.027
N -1.765172 0.416648 0.440749 -0.4 0.2 -2.7 0.651
C -2.782148 -0.156098 1.344512 -0.5 1.4 0.6 -0.419
C -4.192382 0.370604 1.032226 -0.1 0.3 -1.1 -1.003
C -4.531407 -0.009841 -0.393158 1.2 -0.3 -1.0 -0.535
N -3.502938 0.661934 -1.244193 0.4 0.0 -0.2 0.065
C -3.773193 0.658118 -2.702963 2.0 0.3 -0.7 -0.607
H -3.028443 1.927470 -4.453996 0.1 -1.0 -0.4 0.434
H -3.545308 2.811925 -3.198679 0.6 -0.5 0.9 0.320
H -0.934160 2.739352 -3.155075 -0.5 0.4 -0.2 0.469
H -1.073285 1.097972 -3.520071 0.9 -1.4 -0.8 0.307
H -0.499270 1.748544 -1.152465 1.3 0.2 0.5 -0.051
H -2.525802 0.266275 2.321192 0.1 -0.6 0.2 0.196
H -2.746801 -1.249769 1.366521 -0.1 0.1 0.0 0.310
H -4.252684 1.468922 1.033591 0.4 -0.2 0.4 0.298
H -4.953679 0.022805 1.702207 -0.2 -0.4 0.5 0.466
H -5.506906 0.307227 -0.814864 0.5 -0.1 0.6 0.398
H -4.395512 -1.095275 -0.547925 -0.4 0.2 0.1 0.244
H -4.849076 0.691206 -2.898308 0.3 0.2 0.2 0.434
H -3.356285 -0.293491 -3.117188 -0.5 0.5 0.2 0.253
```
Forces are in eV/Å.

***

4.
The following is a DFT calculation (ωB97M-V with the def2-TZVPD basis set) of a molecular structure, C24H25IrO11S2 at a distorted geometry.

The value obtained for the gap between HOMO and LUMO is 0.3036 hartree. The largest force on an atom comes out at 1.9 eV/Å. As for the total charge: 0. Its energy is -2657.85320 a.u. The HOMO energy is -8.7 eV. The value obtained for the energy above the lowest of the compared OMol25 structures with the same formula, charge and spin is 15.3 kJ/mol. Its LUMO energy is -0.4 eV.

```
63
Properties=species:S:1:pos:R:3:forces:R:3:mulliken_charge:R:1
Ir 0.708148 -0.925277 0.870708 -0.7 -1.2 1.3 2.823
O -1.110542 -0.026118 1.807518 0.6 0.4 -0.4 -0.710
S -0.292637 1.045670 2.453447 -0.2 -0.1 -0.5 1.699
O -0.840961 2.359613 2.464665 0.1 0.0 0.1 -0.632
O 1.039598 0.936517 1.724316 0.3 0.1 -0.1 -0.774
C 0.067535 0.497788 4.075575 -0.1 0.0 -0.2 0.649
C 0.072025 1.386378 5.136946 0.0 0.0 0.1 -0.488
C 0.411154 0.913342 6.395246 0.0 0.0 0.0 -0.610
C 0.752051 -0.421875 6.565562 0.0 0.0 0.0 -0.595
C 0.761527 -1.296765 5.488468 0.0 -0.1 0.0 -0.813
C 0.405744 -0.838400 4.231928 0.0 -0.1 0.0 -0.806
S 0.395781 -2.019630 2.860988 0.3 -0.2 0.1 1.299
O 1.493436 -2.924039 3.201184 -0.1 0.1 -0.2 -0.759
O -0.922959 -2.620297 2.826097 0.0 0.1 0.1 -0.686
O 3.302181 -0.687386 2.536204 0.0 0.1 0.1 -0.448
H -0.195538 2.421184 4.972229 0.0 0.0 0.0 0.541
H 0.412299 1.585698 7.242234 0.0 0.0 0.0 0.401
H 1.020464 -0.787000 7.548176 0.0 0.0 0.0 0.404
H 1.049399 -2.332595 5.608003 0.0 0.0 0.0 0.533
O -0.946998 1.042362 -0.570093 0.0 0.2 -0.1 -0.095
C -0.627253 1.042594 -1.948744 0.0 0.1 0.1 3.296
C 0.649866 0.193739 -2.164849 0.1 -0.1 -0.2 -0.691
O 1.143345 0.164038 -3.280532 0.0 0.0 0.0 -0.722
O 1.117000 -0.487090 -1.174427 -0.1 0.3 0.3 -0.673
C -1.816739 0.398208 -2.674961 0.1 0.0 -0.1 -0.911
C -1.678861 -0.352716 -3.839950 0.0 0.0 0.0 0.235
C -2.794076 -0.909051 -4.454743 0.0 0.0 0.0 -1.078
C -4.058527 -0.720935 -3.919602 0.0 0.0 0.0 -0.464
C -4.201802 0.028979 -2.760997 0.0 0.0 0.0 -0.965
C -3.090687 0.582142 -2.143250 0.0 0.0 0.0 -0.319
C -0.337109 2.457549 -2.451243 -0.1 0.0 -0.1 -0.399
C -0.486114 2.770319 -3.799314 0.0 0.0 0.0 -0.268
C -0.210234 4.045138 -4.264384 0.0 0.0 0.0 -0.898
C 0.222895 5.032596 -3.390548 0.0 0.0 0.0 -0.432
C 0.394033 4.726914 -2.051480 0.0 0.0 0.0 -1.077
C 0.122760 3.445944 -1.586853 0.1 0.0 0.0 -0.435
H -0.881450 1.940213 -0.229936 -0.1 0.0 0.0 0.256
H -0.694790 -0.499525 -4.263489 0.0 0.0 0.0 0.548
H -2.666683 -1.491214 -5.358915 0.0 0.0 0.0 0.410
H -4.926727 -1.153596 -4.400255 0.0 0.0 0.0 0.421
H -5.183336 0.180989 -2.330075 0.0 0.0 0.0 0.425
H -3.207644 1.145568 -1.228601 0.0 0.0 0.0 0.493
H -0.817106 2.007763 -4.489544 0.0 0.0 0.0 0.414
H -0.335171 4.267452 -5.316359 0.0 0.0 0.0 0.404
H 0.429984 6.031239 -3.752738 0.0 0.0 0.0 0.387
H 0.748244 5.479200 -1.358648 0.0 0.0 0.0 0.411
H 0.324680 3.241989 -0.539794 0.0 0.0 0.0 0.565
C -0.979529 -2.726655 -0.847284 -0.1 0.0 0.1 -0.981
O 0.151856 -2.765128 0.050891 0.3 0.1 -0.1 -0.600
C 1.305188 -3.386249 -0.565252 -0.1 0.1 -0.2 -0.541
C 2.455955 -3.229162 0.384884 0.0 0.2 -0.2 -0.727
O 2.577240 -1.798615 0.583560 0.0 0.2 0.1 -0.475
C 3.714368 -1.375643 1.438294 -0.2 0.0 -0.3 -0.477
H -1.336849 -3.749109 -0.962057 0.0 0.0 -0.1 0.379
H -0.677799 -2.289320 -1.798495 -0.1 0.0 0.0 0.379
H -1.735639 -2.113586 -0.364324 0.0 0.0 0.0 0.333
H 1.510041 -2.853711 -1.496679 0.0 0.0 0.0 0.263
H 1.071942 -4.433460 -0.758604 0.0 0.0 0.1 0.522
H 3.370738 -3.584348 -0.090649 0.0 0.0 0.0 0.582
H 2.290405 -3.703121 1.350046 0.0 -0.1 0.0 0.427
H 4.329812 -0.786395 0.757633 0.0 0.0 0.0 0.325
H 4.207332 -2.289472 1.759632 0.0 0.0 0.0 0.386
H 3.024738 0.206351 2.293242 0.0 0.0 0.0 0.342
```
Forces are in eV/Å.